Here is the molecule C4H9N in a non-equilibrium geometry from OMol25. Energies are from ωB97M-V/def2-TZVPD.

Results
HOMO level: -8.30 eV
Energy relative to the best compared isomer or geometry (same formula, charge and spin): 236.8 kJ/mol
SMILES string: CN1CCC1
Gap between HOMO and LUMO: 9.5 eV
Electronic energy: -212.4610 a.u.

The geometry in ORCA input format:
```
! wB97M-V def2-TZVPD RIJCOSX def2/J DEFGRID3
* xyz 0 1
C 0.58512 -0.92560 -1.45402
N -0.19919 -0.18976 -0.52053
C -0.82747 -0.53353 0.85747
C -0.39854 0.92345 1.17076
C 0.63105 0.89501 0.03278
H 1.25375 -1.63283 -0.84598
H 1.18013 -0.18335 -2.04453
H 0.12486 -1.57138 -2.08072
H -0.11671 -1.45153 1.36232
H -1.89356 -0.81201 0.90564
H -1.35860 1.50027 0.71634
H -0.11244 1.16259 2.20581
H 1.59665 0.42753 0.39564
H 0.77935 1.73308 -0.61271
*
```

---

Here is a 2-piece molecular cluster, ClFN2O3 overall in a non-equilibrium geometry from OMol25. Energies are from ωB97M-V/def2-TZVPD.

Results
HOMO level (spin up / spin down): -11.12 / -11.10 eV
Energy relative to the best compared isomer or geometry (same formula, charge and spin): 326.3 kJ/mol
Gap between HOMO and LUMO (spin up / spin down): 8.5 / 8.5 eV
Electronic energy: -894.9341 a.u.

The geometry in ORCA input format:
```
! wB97M-V def2-TZVPD RIJCOSX def2/J DEFGRID3
* xyz 0 1
N 0.31735 -0.54418 0.60589
N 0.91959 0.50498 -0.16665
O 0.68534 1.60731 0.20164
O 1.66891 0.12432 -1.01514
O -1.45115 -0.04441 0.92882
F 0.18402 -1.64251 -0.12713
Cl -2.32406 -0.00551 -0.42744
*
```

---

Here is C29H62FInO16P as an isolated structure in a non-equilibrium geometry from OMol25. Energies are from ωB97M-V/def2-TZVPD.

Results
HOMO level: -3.82 eV
Gap between HOMO and LUMO: 5.7 eV
Electronic energy: -2977.4204 a.u.

The geometry in ORCA input format:
```
! wB97M-V def2-TZVPD RIJCOSX def2/J DEFGRID3
* xyz -1 1
C 1.52535 -3.97422 -0.47267
C 0.69246 -4.25379 -1.72346
P -1.09553 -4.51298 -1.24936
C -1.43068 -6.26807 -1.81345
In -2.52525 -3.04883 -2.74181
F -4.01344 -4.17689 -3.60057
C -3.43915 -1.33913 -1.63440
C -2.36647 -0.31266 -1.20987
C -1.76690 0.36144 -2.43811
C -0.39858 1.02846 -2.26450
C 0.56926 0.25219 -1.39054
C 2.03804 0.65750 -1.50411
C 2.86571 -0.27104 -0.62021
C 4.36172 -0.30386 -0.99938
C 4.70378 -1.53977 -1.82449
C 3.97145 -1.59141 -3.14096
O 4.04040 -2.91465 -3.69073
C 3.05973 -3.05978 -4.70339
H 1.01430 -3.22551 0.12888
H 2.51610 -3.58377 -0.70042
H 1.63612 -4.87847 0.11425
H 0.81748 -3.45714 -2.45190
H 1.04663 -5.17791 -2.17456
H -2.18506 -6.72212 -1.18530
H -0.50619 -6.83019 -1.68280
H -1.71280 -6.32408 -2.85750
H -1.52369 -2.41744 -4.09243
H -3.85775 -1.74637 -0.71757
H -4.23175 -0.87051 -2.21366
H -1.64879 -0.86015 -0.60592
H -2.85835 0.46621 -0.62759
H -2.46554 1.14890 -2.72439
H -1.71407 -0.30871 -3.28478
H -0.46615 2.05552 -1.90552
H 0.03816 1.09841 -3.26332
H 0.26802 0.40875 -0.35572
H 0.49375 -0.82026 -1.56042
H 2.37074 0.62962 -2.53642
H 2.16228 1.66038 -1.09768
H 2.48280 -1.28125 -0.71239
H 2.77947 0.04023 0.41457
H 4.94951 -0.35406 -0.08623
H 4.64379 0.60909 -1.52132
H 5.77745 -1.59483 -1.98610
H 4.44847 -2.42220 -1.24397
H 4.47326 -0.90929 -3.83024
H 2.92096 -1.34417 -3.02198
H 3.37152 -3.84498 -5.38438
H 2.94851 -2.14610 -5.28557
H 2.08651 -3.33344 -4.29617
C -4.33564 5.18100 2.22885
O -4.11256 4.11469 1.30054
C -4.49104 4.36536 0.04627
O -4.99073 5.38646 -0.35420
O -4.22006 3.28011 -0.67834
C -4.57021 3.36954 -2.06112
H -3.98881 4.83164 3.19703
H -3.77095 6.06535 1.93921
H -5.39597 5.41879 2.29157
H -4.01959 4.17458 -2.54461
H -5.64112 3.52640 -2.17589
H -4.29249 2.41927 -2.50780
C 5.45595 -5.53072 -1.04721
O 5.76257 -6.27739 0.13672
C 5.87902 -5.53442 1.23477
O 5.76749 -4.33742 1.30061
O 6.14863 -6.34838 2.26309
C 6.29178 -5.67676 3.51404
H 5.39140 -6.24188 -1.86524
H 4.50011 -5.02062 -0.94780
H 6.24509 -4.81344 -1.26423
H 5.37105 -5.16191 3.78207
H 7.11731 -4.96787 3.47864
H 6.50521 -6.44504 4.25223
C -3.72178 0.67159 2.36391
O -3.80184 -0.75629 2.40399
C -3.93072 -1.24223 3.63368
O -3.97975 -0.57708 4.64184
O -4.00109 -2.57108 3.56558
C -4.13675 -3.22404 4.82548
H -3.61722 0.96200 1.32370
H -4.62963 1.11556 2.76982
H -2.85188 1.01971 2.91833
H -5.05454 -2.91490 5.32361
H -3.27849 -3.01549 5.46205
H -4.17992 -4.28863 4.61444
C -4.65902 7.11381 7.37196
O -5.04356 5.75405 7.57809
C -4.88563 4.97079 6.50661
O -4.46274 5.32713 5.43490
O -5.27627 3.74069 6.82712
C -5.15451 2.78925 5.76188
H -4.83774 7.62883 8.31160
H -3.60308 7.18089 7.11680
H -5.26113 7.56979 6.58819
H -4.11666 2.68844 5.45270
H -5.77129 3.08569 4.91520
H -5.50274 1.83545 6.14471
C 6.24331 5.73603 -3.32401
O 4.87414 5.98313 -3.64420
C 4.02379 5.08472 -3.13382
O 4.32812 4.13672 -2.45755
O 2.78994 5.42436 -3.50397
C 1.76845 4.54093 -3.02911
H 6.81661 6.52970 -3.79509
H 6.39847 5.76617 -2.24707
H 6.56346 4.77357 -3.71875
H 1.74492 4.52505 -1.94126
H 1.90961 3.53252 -3.41265
H 0.82316 4.92916 -3.39730
*
```

---

Here is a 2-piece molecular cluster, C31H38N2O6 overall in a non-equilibrium geometry from OMol25. Energies are from ωB97M-V/def2-TZVPD.

Results
HOMO level: -7.04 eV
Energy relative to the best compared isomer or geometry (same formula, charge and spin): 0.0 kJ/mol
Gap between HOMO and LUMO: 5.6 eV
Electronic energy: -1765.0011 a.u.

The geometry in ORCA input format:
```
! wB97M-V def2-TZVPD RIJCOSX def2/J DEFGRID3
* xyz 0 1
C 4.19721 -1.03688 2.55558
C 2.80795 -1.54991 2.80826
O 2.00466 -0.37691 3.11478
C 0.74441 -0.69044 3.47332
C -0.06247 0.52041 3.67773
C 0.63210 1.78124 3.97166
C 0.26143 2.97912 3.14157
O 1.47291 1.82667 4.87515
C -1.48419 0.49567 3.38064
O -2.24438 1.46573 3.47363
O -1.94951 -0.73769 3.09566
C -3.38383 -0.74996 2.91593
C -3.74864 -2.17715 2.63399
O 0.40493 -1.86017 3.64186
H 4.90347 -1.86725 2.54519
H 4.23871 -0.54130 1.58346
H 4.49884 -0.32305 3.32500
H 2.38371 -2.04478 1.92082
H 2.77900 -2.24304 3.66208
H -0.82842 3.03242 3.02905
H 0.63956 3.88054 3.63458
H 0.72004 2.90320 2.14460
H -3.87897 -0.38492 3.82746
H -3.64932 -0.10023 2.07095
H -4.83269 -2.26820 2.54236
H -3.29864 -2.51114 1.69429
H -3.41264 -2.84519 3.43296
C 3.52037 -4.85212 8.67979
N 2.51787 -4.35871 7.76705
C 2.23498 -5.02463 6.60716
O 2.79374 -6.04363 6.21109
C 1.11594 -4.26101 5.90125
C -0.17585 -5.07358 5.75615
C 0.03492 -6.34124 4.96256
C -0.20050 -7.58918 5.54687
C 0.09243 -8.75727 4.83949
C 0.57909 -8.67671 3.52776
C 0.77784 -7.42523 2.93199
C 0.48696 -6.25618 3.64231
N 0.95530 -3.08872 6.76348
C 0.08173 -2.12574 6.44316
C -0.02126 -0.90822 7.09838
C -0.67973 0.17056 6.52852
C -0.97142 1.38472 7.23932
C -1.85446 2.35025 6.69126
C -2.25911 3.45633 7.42911
C -1.77842 3.65183 8.73317
C -0.85887 2.74230 9.27533
C -0.43380 1.64615 8.53047
C 1.81150 -3.09853 7.96150
C 0.98637 -3.14946 9.25943
C 2.81543 -1.93611 7.99875
H 3.86269 -5.83030 8.32975
H 4.37722 -4.16698 8.72903
H 3.10046 -4.95121 9.68845
H 1.46267 -3.93622 4.90293
H -0.55131 -5.31058 6.76356
H -0.91853 -4.43288 5.25793
H -0.57651 -7.62761 6.57296
H -0.05211 -9.72715 5.31808
H 0.80248 -9.58876 2.97088
H 1.16795 -7.34962 1.91568
H 0.63020 -5.26931 3.19315
H -0.53788 -2.31890 5.56713
H 0.42163 -0.80858 8.09066
H -1.18626 0.00540 5.57438
H -2.22333 2.19197 5.67342
H -2.96637 4.16257 6.99180
H -2.10464 4.51446 9.31573
H -0.47912 2.88352 10.28994
H 0.31370 0.96838 8.94888
H 0.39836 -4.07765 9.28533
H 1.66700 -3.12781 10.12018
H 0.30145 -2.30110 9.33295
H 3.50839 -2.02057 7.15007
H 2.31680 -0.96628 7.94168
H 3.38037 -1.98587 8.93976
*
```

---

Here is a 6-piece molecular cluster, C23H45F2NO23S6 overall in a non-equilibrium geometry from OMol25. Energies are from ωB97M-V/def2-TZVPD.

Results
HOMO level: -9.73 eV
SMILES string: CCCCCCCCCCCN(CC(=O)F)S(=O)(=O)F.O=S1(=O)OCCO1.O=S1(=O)OCCO1.O=S1(=O)OCCO1.O=S1(=O)OCCO1.O=S1(=O)OCCO1
Gap between HOMO and LUMO: 9.8 eV
Electronic energy: -5277.3240 a.u.

The geometry in ORCA input format:
```
! wB97M-V def2-TZVPD RIJCOSX def2/J DEFGRID3
* xyz 0 1
C -3.93101 -0.09121 -1.75543
C -2.97760 0.35174 -2.89447
C -2.75559 1.89218 -2.97310
C -1.56118 2.27647 -2.05411
C -2.04671 2.63083 -0.61100
C -0.98073 3.43185 0.16248
C -1.49401 4.02486 1.50060
C -0.52466 3.70236 2.66441
C -0.56522 2.16807 2.96693
C 0.72192 1.65672 3.63773
C 1.89147 1.37030 2.66778
N 1.45847 0.79758 1.33803
C 2.58024 1.09568 0.41007
C 2.40182 0.48493 -0.97587
O 1.42167 0.51772 -1.65411
F 3.52194 -0.14589 -1.45940
S 1.19886 -0.83978 1.50860
O 2.42772 -1.54805 1.74830
O 0.27926 -1.10154 2.55646
F 0.51812 -1.41268 0.20800
H -4.74286 0.62734 -1.57634
H -4.36455 -1.06748 -2.05940
H -3.40451 -0.25859 -0.80482
H -2.00226 -0.12695 -2.73249
H -3.36164 0.00879 -3.86788
H -3.65462 2.39295 -2.58275
H -2.59596 2.22654 -4.00510
H -0.82718 1.46388 -1.96296
H -0.99543 3.14158 -2.44286
H -2.97515 3.21657 -0.70961
H -2.26381 1.66930 -0.11886
H -0.57809 4.21544 -0.49969
H -0.14305 2.73675 0.35473
H -2.46402 3.54990 1.71188
H -1.58067 5.12071 1.47118
H 0.52399 3.95499 2.43617
H -0.84842 4.24363 3.56564
H -0.88112 1.57848 2.09798
H -1.37039 2.04491 3.71268
H 1.06704 2.42916 4.34226
H 0.50436 0.73550 4.18994
H 2.46920 2.27920 2.46284
H 2.55640 0.62631 3.13485
H 2.57677 2.18639 0.26268
H 3.53213 0.80466 0.88090
O 1.70443 5.22661 4.27451
S 2.14773 5.89788 3.10754
O 1.49026 5.78686 1.85854
O 3.70600 5.55381 2.89624
C 4.47463 6.76251 2.88026
C 3.69642 7.72851 3.74765
O 2.32231 7.45711 3.44862
H 4.53554 7.11495 1.84843
H 5.47717 6.58019 3.25939
H 3.93646 8.76681 3.53479
H 3.85844 7.52875 4.80936
O 8.73681 -2.70510 0.32816
S 7.57493 -3.50922 0.20416
O 7.64264 -4.90271 -0.04337
O 6.61064 -2.83114 -0.88746
C 5.33475 -2.54225 -0.29955
C 5.62493 -2.30843 1.16465
O 6.64105 -3.26729 1.48833
H 4.68790 -3.41102 -0.44149
H 4.88617 -1.67840 -0.77430
H 4.74808 -2.45120 1.78973
H 6.03520 -1.30937 1.33605
O -0.56941 0.77817 -5.14017
S -0.24385 -0.44090 -5.78469
O -0.61607 -0.72167 -7.12229
O -0.73406 -1.65195 -4.84644
C 0.37616 -2.48863 -4.51017
C 1.57879 -1.56888 -4.53304
O 1.33832 -0.68708 -5.63590
H 0.45806 -3.26958 -5.27001
H 0.22415 -2.94694 -3.53542
H 2.51350 -2.10718 -4.67021
H 1.63589 -0.96752 -3.62366
O 0.27168 -4.10259 2.88419
S -1.03230 -3.62359 3.17193
O -1.43416 -2.30339 2.87249
O -1.34963 -3.93327 4.72070
C -2.52061 -4.74701 4.82679
C -2.55321 -5.55465 3.54553
O -2.10494 -4.64930 2.53427
H -3.38885 -4.08870 4.90431
H -2.46482 -5.37727 5.71125
H -3.54764 -5.92659 3.31175
H -1.85249 -6.39233 3.58737
O -6.21182 -1.98635 -2.92306
S -6.40364 -2.90405 -3.98630
O -6.97181 -2.52232 -5.22509
O -7.20692 -4.17616 -3.41271
C -6.44589 -5.36870 -3.62156
C -5.00083 -4.91629 -3.60496
O -5.00962 -3.65347 -4.27547
H -6.72112 -5.78435 -4.59349
H -6.66090 -6.09704 -2.84326
H -4.33931 -5.61397 -4.11218
H -4.64609 -4.75641 -2.58366
*
```